The following is a DFT calculation (ωB97M-V/def2-TZVPD) of an isolated molecule of C2H4OS2 at a distorted geometry.

Properties
* HOMO level: -9.05 eV
* orbital gap: 0.3393 Ha
* LUMO energy: 0.18 eV
* largest force on an atom: 0.0900 Eh/bohr
* energy above the lowest of the compared OMol25 structures with the same formula, charge and spin: 12.9 kcal/mol

Geometry (Å):
O  -0.45041  1.60129  -0.16914
C  -0.65526  0.35360  0.23761
S  -1.86969  -0.65970  -0.12725
C  0.72214  -0.03203  0.93967
S  1.96132  -0.26505  -0.32722
H  -1.25034  1.77740  -0.85344
H  0.58461  -0.98032  1.38989
H  1.01088  0.77065  1.55128
H  1.39080  -1.51150  -0.52680

Results of the Löwdin charge analysis, in e, for atoms 1 through 5: atom 1 (O): -0.06, atom 2 (C): -0.97, atom 3 (S): 0.70, atom 4 (C): -0.56, atom 5 (S): 0.72

***

The following is a DFT calculation (ωB97M-V/def2-TZVPD) of a cluster of 2 separate species, C3H6N2O in total at a distorted geometry.

Properties
* HOMO level: -9.14 eV
* orbital gap: 0.3551 Ha
* LUMO energy: 0.52 eV
* largest force on an atom: 0.0998 Eh/bohr
* energy above the lowest of the compared OMol25 structures with the same formula, charge and spin: 41.9 kcal/mol

Geometry (Å):
C  0.74566  -1.14937  1.02427
C  1.44130  -0.40351  0.12042
N  0.63004  -0.17865  -1.03427
C  -0.44049  -1.04019  -0.77910
N  -0.51730  -1.41069  0.46144
H  1.12846  -1.49206  1.98578
H  2.42155  0.09427  0.01552
H  0.79585  0.61311  -1.58645
H  -1.22097  -1.11248  -1.47399
O  -1.39918  2.94648  0.36296
H  -0.93234  2.50250  -0.42468
H  -2.26713  2.50662  0.39640

Results of the Löwdin charge analysis, in e, for atoms 1 through 5: atom 1 (C): -0.15, atom 2 (C): -0.12, atom 3 (N): 0.05, atom 4 (C): -0.22, atom 5 (N): 0.04

***

The following is a DFT calculation (ωB97M-V/def2-TZVPD) of a structure of composition C26H25FeN7O8S2.

Properties
* HOMO level (alpha / beta): -3.03 / -3.03 eV
* ⟨S²⟩: 6.0084
* total charge: -2
* orbital gap (alpha / beta): 0.2542 / 0.2541 Ha
* LUMO energy (alpha / beta): 3.88 / 3.88 eV
* largest force on an atom: 0.0110 Eh/bohr
* energy above the lowest of the compared OMol25 structures with the same formula, charge and spin: 0.5 kcal/mol
* multiplicity: 5

Geometry (Å):
Fe  1.00399  0.57113  -0.22857
C  -2.54884  -0.53872  -0.43492
N  -1.73293  -1.00272  0.63153
C  -1.13422  -2.29401  0.62290
C  0.22109  -2.48212  -0.01176
N  0.96778  -1.65073  -0.69092
C  2.08028  -2.39293  -1.10432
C  3.16692  -2.02034  -1.89017
C  4.16284  -2.95544  -2.10282
C  4.07610  -4.24617  -1.56601
C  2.98262  -4.64319  -0.81526
C  1.99165  -3.69239  -0.60347
N  0.78044  -3.72640  0.06584
C  -1.98955  0.34841  -1.52487
N  -0.76816  0.54332  -1.92688
C  -0.87008  1.36873  -3.05152
C  0.11098  1.87140  -3.90570
C  -0.29860  2.65660  -4.96969
C  -1.64985  2.95278  -5.19443
C  -2.63676  2.46132  -4.35818
C  -2.21472  1.66868  -3.29725
N  -2.90656  1.00532  -2.30402
H  -3.40541  0.01574  -0.02626
H  -2.97942  -1.40766  -0.94536
H  -1.24085  -0.27310  1.13084
H  -1.81122  -2.99555  0.11724
H  -1.02436  -2.63784  1.65418
H  3.25024  -1.01605  -2.28596
H  5.04765  -2.67270  -2.66108
H  4.89061  -4.94110  -1.73130
H  2.91465  -5.64193  -0.39961
H  0.45468  -4.44765  0.68144
H  1.15734  1.68898  -3.71167
H  0.45064  3.06953  -5.63466
H  -1.92553  3.58078  -6.03410
H  -3.68487  2.68487  -4.52409
H  -3.89098  1.04120  -2.12511
O  7.96897  0.14937  -1.28612
C  7.36446  -0.59174  -0.48164
O  7.73730  -1.64707  0.08176
C  5.88350  -0.20957  -0.22151
C  5.13950  -0.85972  0.75488
C  3.79935  -0.55898  0.90985
N  3.16219  0.32893  0.13851
C  3.88530  0.99649  -0.77562
C  5.23526  0.76442  -0.97381
C  3.10714  1.97718  -1.64726
O  3.71949  2.72814  -2.39893
O  1.82940  1.89121  -1.53037
H  5.61826  -1.61865  1.35885
H  3.19352  -1.04427  1.66650
H  5.77594  1.32145  -1.72601
C  -2.00172  3.44152  1.84115
N  -0.68245  3.18859  2.38105
C  -0.54778  3.64561  3.74951
C  -0.22832  1.84044  2.18566
O  -0.32003  1.44540  0.90426
H  -2.16947  4.52077  1.79847
H  -2.80252  2.98527  2.44875
H  -2.05396  3.04003  0.82898
H  -0.76541  4.71653  3.78868
H  0.47403  3.48462  4.09394
H  -1.21606  3.11677  4.44260
H  0.75950  1.74022  2.64163
O  -1.12214  0.90914  3.00286
S  -0.44239  -0.09814  4.04349
O  -1.54338  -0.94210  4.45588
O  0.16282  0.71450  5.07940
S  0.95176  -1.09520  3.02107

Results of the Löwdin charge analysis, in e, for atoms 1 through 5: atom 1 (Fe): 0.84, atom 2 (C): -0.14, atom 3 (N): -0.03, atom 4 (C): -0.18, atom 5 (C): -0.31

***

The following is a DFT calculation (ωB97M-V/def2-TZVPD) of a structure of composition C4H3KLiMgO2 at a distorted geometry.

Properties
* HOMO level (alpha / beta): -10.20 / -9.50 eV
* total charge: +1
* orbital gap (alpha / beta): 0.2510 / 0.2080 Ha
* LUMO energy (alpha / beta): -3.37 / -3.84 eV
* largest force on an atom: 0.0639 Eh/bohr
* energy above the lowest of the compared OMol25 structures with the same formula, charge and spin: 0.0 kcal/mol

Geometry (Å):
O  -2.56724  1.38142  -1.05735
C  -1.52432  0.53070  -0.88531
C  -0.51757  0.70758  -0.00607
Mg  -4.35211  1.35541  -0.73065
K  1.41766  2.44813  0.53436
H  -1.71711  -0.46384  -1.34120
C  1.42726  -0.51542  1.02433
C  0.50835  -0.35785  0.02588
O  2.36261  -1.42684  1.11790
H  1.36646  0.19707  1.88165
H  0.58472  -1.08149  -0.80736
Li  3.01128  -2.77486  0.24382

Results of the Löwdin charge analysis, in e, for atoms 1 through 5: atom 1 (O): -0.45, atom 2 (C): -0.34, atom 3 (C): -0.20, atom 4 (Mg): 0.82, atom 5 (K): 0.90